(1)
Entry from the Open Molecules 2025 dataset: C3H3O4Tb as an isolated structure (ωB97M-V/def2-TZVPD).

spin multiplicity	8
HOMO energy (alpha / beta)	-22.02 / -21.96	eV
E	-33747.11903	eV
ΔE to the lowest compared entry with this formula, charge and spin	0.000	eV
<S²>	15.76
net charge	+3

CARTESIAN COORDINATES (ANGSTROEM)
O 2.14184 2.03517 0.73643
C 1.35172 1.33741 0.20306
C -0.06879 1.07908 0.68631
H 1.53968 -0.17518 -0.30042
H 0.02992 0.68474 1.70908
H -0.66052 2.00253 0.68248
O -0.78339 0.15250 -0.14536
C -0.35275 -1.02112 -0.49660
O 0.92174 -1.22855 -0.56604
O -1.08263 -1.76690 -1.15808
Tb -3.03681 -3.09969 -1.35086

(2)
Entry from the Open Molecules 2025 dataset: a 15-piece molecular cluster, C3H35NO16 overall (ωB97M-V/def2-TZVPD).

HOMO energy	-9.64	eV
E	-37926.80953	eV
ΔE to the lowest compared entry with this formula, charge and spin	6.575	eV

CARTESIAN COORDINATES (ANGSTROEM)
O -1.69168 4.72773 0.45963
C -0.81696 4.02839 0.91043
C 0.35768 3.30848 0.32310
N -0.21499 1.89183 0.53987
C 0.66658 0.85905 -0.10391
O 1.76431 0.74639 0.84709
H -0.99301 3.81933 1.99778
H 1.34544 3.50739 0.83075
H 0.48127 3.65853 -0.82563
H -0.43832 1.55671 1.52316
H 0.16527 -0.15077 -0.09991
H 0.85665 1.13191 -1.19451
H 2.47678 0.18437 0.40231
H 3.47629 1.07029 -2.49011
H 3.19762 2.32726 -1.53351
O 3.86967 1.41367 -1.62328
H -2.42836 1.98865 2.30303
H -3.68387 1.37742 2.64606
O -2.99326 1.18999 2.02768
H -0.74930 1.50609 4.56766
H -0.42690 0.38467 3.45500
O -0.86381 1.27595 3.59205
H -2.82700 -0.30796 1.31174
H -2.94381 -1.61215 2.17878
O -2.91905 -1.35137 1.19127
H 2.59422 -1.21884 -3.43577
H 1.65354 -1.08040 -2.25540
O 2.09955 -0.54865 -2.96930
H 1.34891 0.10500 2.35207
H 0.45240 -1.27109 2.65684
O 1.03194 -0.59544 3.10250
H 1.27342 1.40300 -3.46678
H 0.02108 2.10880 -3.00569
O 0.85469 2.33576 -3.39667
H 2.71521 -1.99569 0.50469
H 2.94137 -1.44624 1.99842
O 3.27850 -1.47077 1.11218
H -2.99521 -0.58083 -3.44034
H -2.85607 0.42548 -2.19978
O -2.46781 -0.32306 -2.75560
H -1.07636 -5.06727 0.46174
H 0.36780 -4.92356 0.77414
O -0.22553 -5.07183 0.00731
H -2.35759 1.80396 -0.32031
H -2.14039 2.20443 -1.95667
O -2.65851 1.79886 -1.26488
H -0.96544 -1.20154 -2.34348
H -0.90845 -2.50300 -1.47489
O -0.39149 -1.73611 -1.73360
H 1.08231 -3.90451 -1.85331
H 2.48737 -4.42840 -1.31701
O 1.74610 -3.71542 -1.27435
H 0.00671 -3.07862 1.26139
H -1.20487 -2.16570 1.26210
O -0.37466 -2.39021 1.73388

(3)
Entry from the Open Molecules 2025 dataset: a single C9H13NS molecule (ωB97M-V/def2-TZVPD).

HOMO energy	-6.43	eV
E	-21862.31936	eV
ΔE to the lowest compared entry with this formula, charge and spin	6.369	eV

CARTESIAN COORDINATES (ANGSTROEM)
C 1.06803 -0.57679 -1.39628
N 0.59237 0.73374 -0.89545
C 1.73882 1.45131 -0.31083
C -0.00366 1.55114 -1.90984
C -0.45771 0.54212 0.06314
C -1.46516 -0.14054 0.25219
C -2.43490 -1.03614 0.48627
C -2.50323 -1.97741 1.53274
C -1.64046 -2.18592 2.63229
C -0.38758 -1.70259 2.95474
S 0.55610 -2.12202 4.15632
H 0.41012 -0.92141 -2.25776
H 2.01841 -0.49495 -1.78172
H 1.15147 -1.29944 -0.59762
H 2.04547 0.67417 0.49338
H 2.46823 1.45589 -1.18157
H 1.35943 2.38368 0.17385
H 0.65646 2.11556 -2.56429
H -0.79208 1.04744 -2.51718
H -0.79364 2.24728 -1.49309
H -3.28394 -0.72531 -0.11652
H -3.40270 -2.58714 1.56083
H -1.95356 -2.99756 3.42067
H -0.05190 -0.82731 2.39103

(4)
Entry from the Open Molecules 2025 dataset: C45H44As2FI2InN5O6S2 as an isolated structure (ωB97M-V/def2-TZVPD).

HOMO energy	-9.52	eV
E	-234554.08113	eV
ΔE to the lowest compared entry with this formula, charge and spin	0.883	eV
net charge	+1

CARTESIAN COORDINATES (ANGSTROEM)
In -0.05797 0.79599 1.12499
I -5.02107 4.23089 6.12348
C -3.58336 3.11982 5.10238
C -2.36926 2.83134 5.70821
C -1.41583 2.09950 5.02027
I 0.40042 1.65197 5.93140
C -1.64376 1.63125 3.71651
O -0.73800 0.90406 3.09355
C -2.88528 1.93094 3.13033
C -3.14854 1.43865 1.74064
N -2.13366 1.95813 0.79101
C -2.09771 3.41595 0.72431
C -0.69564 3.96595 0.65874
C -0.48240 5.33889 0.69561
C 0.80348 5.81884 0.55315
C 1.84161 4.91331 0.36917
C 1.54803 3.56742 0.37205
N 0.30148 3.09995 0.52053
C -3.83664 2.67141 3.81687
H -2.16207 3.17473 6.71220
H -3.09902 0.34776 1.70677
H -4.15166 1.75036 1.43227
H -2.31024 1.56359 -0.12955
H -2.64110 3.77326 -0.15604
H -2.59743 3.83242 1.59972
H -1.32121 6.00828 0.83493
H 0.99833 6.88255 0.58705
H 2.86404 5.24354 0.25153
H 2.31626 2.81586 0.27557
H -4.78636 2.88935 3.34227
F -2.01613 -6.54192 4.55202
C -2.42136 -5.35039 4.11390
C -1.55436 -4.36537 3.87719
N -1.95660 -3.12112 3.43341
C -0.96744 -2.09670 3.15344
C -0.23002 -2.31718 1.83720
O -0.20891 -3.41246 1.31022
O 0.45002 -1.28644 1.40836
C -3.26913 -2.85518 3.14575
O -3.65638 -1.80201 2.65777
N -4.14073 -3.88012 3.43281
C -3.85103 -5.16739 3.90486
O -4.72012 -5.98069 4.08857
H -0.49286 -4.49984 4.02328
H -0.21460 -2.10680 3.94542
H -1.43535 -1.12026 3.18851
H -5.12037 -3.67839 3.28951
C -3.61152 -3.43129 -0.74267
As -3.48184 -1.57672 -1.22033
C -4.97043 -0.71217 -0.35978
C -3.88527 -1.51542 -3.10098
S -1.59597 -0.65861 -0.95905
H -4.45049 -3.85941 -1.29013
H -3.77096 -3.49806 0.32758
H -2.68549 -3.93698 -1.01181
H -5.89338 -1.13481 -0.75645
H -4.93693 0.35506 -0.57174
H -4.92175 -0.88962 0.71177
H -4.86430 -1.95496 -3.28746
H -3.11954 -2.07150 -3.63906
H -3.87359 -0.47517 -3.42030
O 1.13297 0.63273 -0.74043
As 1.79929 0.20357 -2.20651
C 1.89832 -1.68013 -2.50805
C 1.55886 -2.56966 -1.49908
C 1.63158 -3.93593 -1.74062
C 2.04739 -4.39938 -2.97996
C 2.38586 -3.50378 -3.98960
C 2.30791 -2.13998 -3.75911
C 0.85383 0.92220 -3.71773
C 1.24427 2.11480 -4.31784
C 0.55113 2.59213 -5.42130
C -0.52094 1.87502 -5.93042
C -0.90160 0.67702 -5.33998
C -0.21870 0.19831 -4.23327
C 3.58614 0.90335 -2.25144
C 4.66944 0.07470 -2.51619
C 5.95406 0.60269 -2.53660
C 6.15667 1.95061 -2.28592
C 5.07492 2.77934 -2.01282
C 3.79154 2.25862 -1.99585
H 1.21313 -2.21502 -0.53869
H 1.35069 -4.62024 -0.95054
H 2.10381 -5.46381 -3.16800
H 2.70297 -3.86918 -4.95731
H 2.55573 -1.44349 -4.55281
H 2.09611 2.66872 -3.94805
H 0.85840 3.51773 -5.88937
H -1.05349 2.24315 -6.79744
H -1.72619 0.11053 -5.75325
H -0.51164 -0.73698 -3.77287
H 4.51991 -0.98092 -2.70496
H 6.79597 -0.04319 -2.74877
H 7.15830 2.35953 -2.30484
H 5.23287 3.83226 -1.81909
H 2.95200 2.90869 -1.78441
S 2.28106 1.19428 2.35492
C 3.47180 0.25110 1.57141
N 3.14485 -0.88501 0.91289
C 4.03963 -1.71395 0.33498
C 5.37054 -1.42902 0.37254
C 5.76907 -0.24597 1.01802
C 4.84405 0.58061 1.59827
H 2.13836 -1.12452 0.89313
H 3.62320 -2.58902 -0.14390
H 6.08460 -2.09623 -0.08519
H 6.81845 0.01697 1.05569
H 5.13429 1.49270 2.09866

What did the first record say?
Entry from the Open Molecules 2025 dataset: C3H3O4Tb as an isolated structure (ωB97M-V/def2-TZVPD).

spin multiplicity	8
HOMO energy (alpha / beta)	-22.02 / -21.96	eV
E	-33747.11903	eV
ΔE to the lowest compared entry with this formula, charge and spin	0.000	eV
<S²>	15.76
net charge	+3

CARTESIAN COORDINATES (ANGSTROEM)
O 2.14184 2.03517 0.73643
C 1.35172 1.33741 0.20306
C -0.06879 1.07908 0.68631
H 1.53968 -0.17518 -0.30042
H 0.02992 0.68474 1.70908
H -0.66052 2.00253 0.68248
O -0.78339 0.15250 -0.14536
C -0.35275 -1.02112 -0.49660
O 0.92174 -1.22855 -0.56604
O -1.08263 -1.76690 -1.15808
Tb -3.03681 -3.09969 -1.35086